[1]
Formula: CH10IN2O4Ti
Source: the OMol25 dataset
Level of theory: ωB97M-V/def2-TZVPD

Summary:
Net charge = 0
Calculated total energy = -43583.0824 eV
Lowest unoccupied orbital energy (spin up / spin down) = -1.381 / -1.418 eV
HOMO energy (spin up / spin down) = -8.014 / -9.555 eV
Spin multiplicity = 4
Frontier orbital gap (spin up / spin down) = 6.63 / 8.14 eV

Each line ends with the Mulliken spin population.
Atoms and positions in Å:
Ti  -2.124  2.211  3.594  3.024
I  -1.228  1.061  1.055  -0.021
C  1.060  -1.885  -1.606  0.000
O  0.902  -1.121  -2.574  0.000
N  0.390  -1.749  -0.496  -0.001
N  1.897  -2.881  -1.524  0.000
H  0.289  -2.459  0.215  0.000
H  -0.245  -0.968  -0.408  -0.001
H  2.337  -3.122  -2.401  0.000
H  1.985  -3.383  -0.652  0.000
O  -4.508  1.752  -0.953  0.001
H  -4.915  0.886  -0.999  0.000
H  -3.790  1.646  -0.329  0.001
O  2.167  -0.293  1.566  0.000
H  2.147  -0.483  0.628  0.000
H  1.404  0.267  1.713  0.001
O  1.065  3.656  1.222  -0.002
H  0.839  2.732  1.109  -0.003
H  0.328  4.132  0.840  0.001

=====

[2]
Formula: CH10N2P4
Source: the OMol25 dataset
Level of theory: ωB97M-V/def2-TZVPD

Summary:
Net charge = 0
Calculated total energy = -41331.2888 eV
Lowest unoccupied orbital energy = 0.222 eV
HOMO energy = -7.827 eV
Spin multiplicity = 1
Frontier orbital gap = 8.05 eV

Each line ends with the natural charge from an NBO analysis.
Atoms and positions in Å:
C  -0.015  -0.759  1.456  -0.919
N  -1.680  0.633  -1.425  -1.220
N  1.732  1.624  0.029  -1.203
P  2.775  -1.043  -0.145  -0.022
P  -1.663  -1.130  0.805  0.262
P  -2.337  0.769  0.130  0.461
P  1.063  0.178  -0.546  0.689
H  0.531  -1.644  1.872  0.235
H  0.059  0.249  2.092  0.228
H  -2.099  1.118  -2.220  0.399
H  -1.034  -0.117  -1.621  0.398
H  1.045  2.293  0.147  0.383
H  2.532  2.100  -0.507  0.405
H  3.377  -0.763  -1.341  -0.027
H  2.110  -2.131  -0.980  0.007
H  -2.501  -0.964  1.909  -0.032
H  -3.704  0.332  -0.288  -0.043

=====

[3]
Formula: CH10N2P4
Source: the OMol25 dataset
Level of theory: ωB97M-V/def2-TZVPD

Summary:
Net charge = 0
Calculated total energy = -41332.5435 eV
Lowest unoccupied orbital energy = 0.820 eV
HOMO energy = -8.037 eV
Spin multiplicity = 1
Frontier orbital gap = 8.86 eV

Each line ends with the natural charge from an NBO analysis.
Atoms and positions in Å:
C  -1.260  0.715  -0.007  -0.960
N  2.024  -0.313  1.857  -1.220
N  0.735  -0.736  -1.282  -1.224
P  -1.728  -1.771  -2.073  -0.038
P  0.138  1.619  0.844  0.165
P  0.746  0.263  2.596  0.577
P  -0.595  0.110  -1.912  0.710
H  -2.099  1.507  -0.088  0.243
H  -1.599  -0.130  0.618  0.228
H  2.823  0.339  1.755  0.401
H  1.966  -1.120  1.309  0.409
H  1.349  -0.037  -0.804  0.387
H  1.260  -1.347  -1.934  0.397
H  -1.435  -1.909  -3.561  0.001
H  -2.949  -0.939  -2.277  0.000
H  -0.733  2.333  1.632  -0.029
H  1.357  1.416  3.327  -0.048

=====

[4]
Formula: CH10N3
Source: the OMol25 dataset
Level of theory: ωB97M-V/def2-TZVPD

Summary:
Net charge = +1
Calculated total energy = -5663.3757 eV
Lowest unoccupied orbital energy = -3.162 eV
HOMO energy = -14.074 eV
Spin multiplicity = 1
Frontier orbital gap = 10.91 eV

Each line ends with the natural charge from an NBO analysis.
Atoms and positions in Å:
N  1.391  -1.102  -0.698  -0.941
H  0.258  -0.820  -0.846  0.451
H  1.297  -2.008  -0.256  0.427
H  1.742  -0.467  0.031  0.442
H  2.031  -1.116  -1.482  0.431
N  0.053  0.818  1.300  -0.875
C  -0.705  0.989  0.123  -0.054
N  -1.064  -0.377  -0.403  -0.825
H  0.559  1.634  1.596  0.399
H  -0.462  0.402  2.062  0.382
H  -0.102  1.446  -0.662  0.187
H  -1.615  1.587  0.197  0.183
H  -1.723  -0.785  0.254  0.398
H  -1.660  -0.201  -1.215  0.397

=====

[5]
Formula: CH10N4O
Source: the OMol25 dataset
Level of theory: ωB97M-V/def2-TZVPD

Summary:
Net charge = 0
Calculated total energy = -9202.8772 eV
Lowest unoccupied orbital energy = 1.001 eV
HOMO energy = -8.639 eV
Spin multiplicity = 1
Frontier orbital gap = 9.64 eV

Each line ends with the natural charge from an NBO analysis.
Atoms and positions in Å:
C  1.937  -0.270  -1.187  -0.258
N  -0.213  -1.526  -0.770  -0.175
N  -1.376  -1.330  -0.153  -0.644
O  0.561  -0.060  -1.044  -0.577
H  -0.369  -1.794  -1.746  0.339
H  -2.096  -0.895  -0.737  0.316
H  -1.167  -0.657  0.740  0.404
H  2.344  -0.837  -0.341  0.167
H  2.426  0.708  -1.237  0.186
H  2.171  -0.819  -2.110  0.159
N  -0.457  0.551  1.540  -0.690
N  -1.206  1.775  1.618  -0.664
H  -2.099  1.623  1.162  0.342
H  0.046  0.435  2.415  0.360
H  0.219  0.586  0.746  0.395
H  -0.724  2.510  1.103  0.341

=====

[6]
Formula: CH10NO3
Source: the OMol25 dataset
Level of theory: ωB97M-V/def2-TZVPD

Summary:
Net charge = +1
Calculated total energy = -8823.4329 eV
Lowest unoccupied orbital energy = -5.030 eV
HOMO energy = -15.035 eV
Spin multiplicity = 1
Frontier orbital gap = 10.00 eV

Each line ends with the natural charge from an NBO analysis.
Atoms and positions in Å:
C  -1.789  0.154  -1.227  0.227
N  -1.796  1.154  -0.331  -0.571
H  -1.708  0.241  -2.268  0.230
H  -1.852  -0.771  -0.777  0.216
H  -1.691  1.034  0.695  0.458
H  -1.609  2.030  -0.660  0.419
H  1.855  1.292  -1.458  0.487
H  1.250  0.470  -0.297  0.488
O  1.105  1.230  -0.861  -0.974
H  2.906  -0.815  1.391  0.496
H  2.110  -1.014  2.449  0.494
O  1.961  -0.850  1.430  -0.970
H  -0.686  -1.872  0.447  0.463
H  0.327  -1.227  1.040  0.509
O  -0.383  -1.058  0.427  -0.972